Entry 1:
Density functional theory data (the ωB97M-V functional and the def2-TZVPD basis) for a molecular structure, C19H33IN2OsSi2 at a distorted geometry.

Atoms and positions in Å:
Os: 0.97 1.77 -0.40
I: -0.56 2.93 1.60
Si: 1.65 0.22 2.60
Si: -1.06 -1.09 1.38
N: 0.78 -0.28 -2.01
N: -1.37 1.45 -1.89
C: 1.75 -1.23 -2.04
C: 1.77 -2.40 -2.80
C: -3.78 1.86 -2.08
C: -3.99 0.64 -2.78
C: 2.76 1.63 -1.17
C: -0.37 -0.63 -2.67
C: -0.46 -1.84 -3.43
C: -1.18 -2.58 0.19
C: 0.82 3.50 -1.27
C: -1.16 -1.95 3.10
C: -2.48 2.16 -1.67
C: -2.84 -0.14 -2.97
C: 0.54 0.00 1.06
C: -2.72 -0.25 1.17
C: 0.75 0.87 4.14
C: -1.55 0.25 -2.54
C: 3.04 1.35 2.08
C: 0.62 -2.72 -3.53
C: 2.47 -1.44 3.09
H: 2.53 1.94 -2.22
H: -3.13 -0.43 0.17
H: -2.60 0.83 1.32
H: 2.62 -1.07 -1.38
H: 2.69 2.04 1.28
H: 3.26 -1.24 3.83
H: -4.96 0.33 -3.11
H: 1.77 -2.17 3.53
H: -3.45 -0.63 1.89
H: -2.07 -2.57 3.12
H: 3.87 0.75 1.68
H: -0.22 -2.83 -0.27
H: 3.40 1.93 2.94
H: -0.31 -2.63 3.30
H: 1.25 0.51 5.05
H: -2.97 -1.12 -3.51
H: 0.75 1.97 4.15
H: 0.55 -3.62 -4.15
H: 3.26 0.69 -1.07
H: -1.89 -2.38 -0.62
H: -0.30 0.54 4.19
H: 1.72 3.62 -1.90
H: 2.67 -3.06 -2.81
H: 2.93 -1.90 2.21
H: -2.34 3.05 -1.01
H: -1.23 -1.25 3.94
H: 3.21 2.55 -0.77
H: -4.63 2.55 -1.88
H: 1.09 4.09 -0.37
H: -1.54 -3.48 0.72
H: -1.40 -2.07 -3.96
H: 1.11 -0.75 0.41
H: -0.04 3.75 -1.88

The expectation value of S² is 6.2375. For the electronic energy, the calculation gives -49521.55969 eV. The spin multiplicity is 5. The total charge is +2.

These are the Löwdin partial charges, in e, on atoms 1 to 5: atom 1 (Os): 1.26, atom 2 (I): 0.91, atom 3 (Si): 0.36, atom 4 (Si): 0.48, atom 5 (N): 0.04

Entry 2:
Density functional theory data (the ωB97M-V functional and the def2-TZVPD basis) for a molecular structure, C19H33MoNO5SSe2Si2.

Atoms and positions in Å:
Mo: 0.23 -0.91 0.34
Se: 2.18 -0.40 -0.80
Se: 0.60 -3.20 0.63
S: -2.65 2.39 -2.22
Si: -1.62 0.62 2.53
Si: 1.69 1.41 2.38
O: 3.57 -2.97 -0.30
O: 0.58 -3.37 -4.00
O: -2.20 2.91 -3.47
O: -3.09 3.23 -1.16
O: -1.04 -0.75 -1.01
N: -1.41 1.41 -1.58
C: 1.21 2.18 3.99
C: 1.96 -3.14 -2.06
C: -3.18 -0.12 -2.00
C: -5.14 -1.33 -2.57
C: -1.69 0.76 4.37
C: 1.71 2.64 0.98
C: -3.85 -1.33 -2.04
C: 1.81 -3.79 -3.47
C: -3.78 1.05 -2.46
C: -2.72 -0.76 1.96
C: 0.25 0.03 1.95
C: -1.84 0.23 -1.53
C: -5.72 -0.16 -3.03
C: -1.87 2.21 1.63
C: -5.05 1.06 -2.99
C: 3.25 0.43 2.61
C: 2.04 -1.64 -2.34
C: 3.24 -3.71 -1.46
C: 0.69 -3.55 -1.32
H: 3.14 -0.26 3.45
H: 1.19 -1.29 -2.91
H: 1.28 2.29 0.04
H: -0.19 -3.07 -1.76
H: 1.85 -4.88 -3.36
H: -6.72 -0.19 -3.44
H: 2.12 2.67 4.35
H: 2.96 -1.40 -2.88
H: 0.91 1.47 4.75
H: 0.47 -3.71 -4.90
H: 0.52 -0.95 2.44
H: 2.65 -3.47 -4.10
H: -2.76 0.72 4.61
H: -1.31 3.02 2.10
H: -1.30 1.70 4.75
H: 0.45 2.95 3.88
H: 3.57 -0.14 1.74
H: -2.91 -0.77 0.88
H: -5.70 -2.26 -2.63
H: 3.09 -4.77 -1.22
H: 0.53 -4.63 -1.38
H: -5.51 1.97 -3.35
H: -2.35 -1.75 2.25
H: 1.15 3.54 1.27
H: 4.39 -3.30 0.08
H: 4.04 -3.64 -2.20
H: -2.92 2.50 1.66
H: 4.05 1.12 2.86
H: -1.58 2.17 0.58
H: -3.40 -2.25 -1.69
H: -1.21 -0.06 4.90
H: -3.69 -0.65 2.43
H: 2.73 2.95 0.78

For the electronic energy, the calculation gives -191089.54044 eV. The spin multiplicity is 1. The total charge is +2.

These are the Löwdin partial charges, in e, on atoms 1 to 5: atom 1 (Mo): 1.05, atom 2 (Se): 0.91, atom 3 (Se): 0.85, atom 4 (S): 0.69, atom 5 (Si): 0.51

Entry 3:
Density functional theory data (the ωB97M-V functional and the def2-TZVPD basis) for 2 unconnected molecules or ions with the total composition C19H34ClF2IN3O11P2S at a distorted geometry.

Atoms and positions in Å:
I: 2.80 4.25 1.74
Cl: -5.87 1.60 -0.36
S: -2.43 4.10 1.96
P: -1.89 5.26 -1.08
P: -0.50 6.95 -1.00
F: -1.71 5.46 1.99
F: 0.47 4.25 -0.34
O: -1.29 8.16 -1.13
O: -3.78 2.81 -1.25
O: 0.48 4.39 3.46
O: 0.27 6.88 0.40
O: -3.66 4.26 1.28
O: 4.00 -6.16 0.75
O: 1.67 -4.52 2.47
O: -2.39 3.50 3.24
O: 0.62 6.72 -2.12
O: 1.60 -7.55 1.98
O: -0.79 -0.96 0.25
N: -1.32 0.37 -1.57
N: -1.35 1.59 -0.86
N: -0.13 2.72 -2.57
C: 0.73 -1.04 -1.58
C: 0.81 3.84 2.49
C: 5.25 -6.73 1.10
C: -0.44 3.88 -4.76
C: -0.48 -0.60 -0.85
C: -2.64 -0.17 -1.92
C: -3.37 1.51 0.71
C: -1.89 1.79 0.49
C: 0.56 -3.76 2.10
C: 1.72 -7.02 0.67
C: -0.85 3.79 -0.41
C: -0.03 2.75 1.83
C: 3.11 -7.04 0.08
C: -1.04 2.91 -3.76
C: 2.12 -6.84 3.09
C: -1.25 3.16 0.95
C: -4.21 2.11 -0.39
C: -0.77 2.64 -1.37
C: 1.41 -5.54 3.42
H: -0.79 3.63 -5.76
H: 0.79 -3.29 1.14
H: 3.19 -6.69 3.00
H: 1.42 7.21 -1.87
H: 0.46 1.90 -2.69
H: 3.04 -6.72 -0.97
H: -1.40 1.03 1.10
H: -3.56 0.44 0.72
H: -2.00 3.27 -3.39
H: 1.78 -5.21 4.40
H: -1.87 5.01 -2.46
H: -2.50 -1.00 -2.61
H: 1.28 -6.02 0.60
H: 1.11 -7.68 0.05
H: 5.93 -6.74 0.25
H: -0.74 4.90 -4.55
H: 1.41 -0.20 -1.75
H: 0.34 -2.98 2.83
H: 0.48 -1.48 -2.54
H: 3.50 -8.06 0.09
H: -0.43 2.16 2.65
H: 5.68 -6.12 1.89
H: -1.19 1.93 -4.21
H: -3.18 -0.56 -1.06
H: -3.72 1.89 1.67
H: 0.64 3.81 -4.77
H: 0.34 -5.73 3.51
H: 1.04 6.29 0.38
H: 1.96 -7.51 3.93
H: -0.33 -4.38 1.96
H: 5.12 -7.75 1.48
H: 1.26 -1.78 -0.99
H: -3.24 0.59 -2.41
H: 0.62 2.11 1.23

For the electronic energy, the calculation gives -102709.37917 eV. The spin multiplicity is 1. The total charge is +1.

These are the Löwdin partial charges, in e, on atoms 1 to 5: atom 1 (I): 0.92, atom 2 (Cl): 0.80, atom 3 (S): 0.63, atom 4 (P): 1.05, atom 5 (P): 0.25

Entry 4:
Density functional theory data (the ωB97M-V functional and the def2-TZVPD basis) for 3 unconnected molecules or ions with the total composition C19H34ClF3N5O8S at a distorted geometry.

Atoms and positions in Å:
Cl: -0.04 0.77 -4.22
S: -0.31 -2.35 -2.36
F: -2.39 -3.85 -1.93
F: -1.29 -4.42 -3.71
F: -2.55 -2.60 -3.68
O: 3.90 1.38 -0.19
O: -3.97 2.83 -3.86
O: 0.21 -3.02 -1.19
O: -3.34 1.62 -2.20
O: -5.95 -5.57 0.92
O: 3.49 1.37 -2.38
O: 3.52 5.12 3.03
O: 0.71 -2.26 -3.36
N: -3.64 2.91 -2.76
N: -0.66 0.03 -0.80
N: -4.29 -6.00 -0.52
N: 5.55 5.40 3.94
N: -2.89 0.90 0.91
C: -1.11 2.41 0.03
C: 4.39 4.72 3.80
C: -5.40 -6.37 0.17
C: 1.66 -0.56 0.15
C: -5.92 -7.77 -0.03
C: 3.26 0.92 -1.31
C: -1.72 -3.42 -3.01
C: 2.74 3.61 -0.45
C: 6.68 5.08 4.79
C: 0.12 -0.39 0.37
C: -1.95 1.42 -2.26
C: 2.23 -0.25 -1.27
C: -3.50 -6.79 -1.45
C: -1.08 -0.73 -2.00
C: 4.21 3.46 4.61
C: 3.18 2.44 0.47
C: -1.17 1.21 -0.92
C: -1.38 0.26 -3.16
C: -2.01 2.04 1.29
H: -1.49 2.35 -2.70
H: 4.98 2.73 4.35
H: -2.13 -1.03 -1.72
H: -2.23 -0.06 -3.79
H: -3.85 1.21 0.77
H: -1.64 3.24 -0.47
H: -6.19 -7.93 -1.07
H: 3.24 3.02 4.39
H: 6.52 4.17 5.36
H: 2.29 4.44 0.13
H: 2.28 2.07 1.00
H: -6.80 -7.91 0.59
H: -4.00 -5.05 -0.34
H: 3.56 4.00 -1.09
H: -2.47 -6.85 -1.08
H: 2.19 0.04 0.92
H: 7.57 4.96 4.17
H: -2.83 0.15 1.59
H: 1.94 3.29 -1.17
H: -1.37 1.71 2.13
H: -3.89 -7.79 -1.57
H: 3.89 2.88 1.21
H: 1.50 -0.06 -2.07
H: 5.60 6.23 3.37
H: -0.30 -1.37 0.69
H: -0.04 0.28 1.23
H: 1.91 -1.61 0.40
H: -3.50 -6.28 -2.42
H: -2.63 2.89 1.62
H: -5.16 -8.50 0.28
H: 4.26 3.69 5.68
H: -0.09 2.74 0.30
H: 6.84 5.91 5.48
H: 2.81 -1.14 -1.59

For the electronic energy, the calculation gives -75583.04516 eV. The spin multiplicity is 1. The total charge is +1.

These are the Löwdin partial charges, in e, on atoms 1 to 5: atom 1 (Cl): 0.75, atom 2 (S): 0.79, atom 3 (F): 0.13, atom 4 (F): 0.23, atom 5 (F): 0.14

Which value of total charge does entry 3 give?
+1

Look up the spin multiplicity of the fourth one.
1